Entry from the Open Molecules 2025 dataset: C5H6GaO4 as an isolated structure at a distorted geometry (the ωB97M-V functional and the def2-TZVPD basis).

Values from the calculation:
Energy in hartree: -2418.4349
LUMO level in eV: -18.821
Spin multiplicity: 1
Strongest force on any atom in Eh/bohr: 0.17451
Charge: +3
Frontier orbital gap in eV: 5.3
Relative energy (zero: lowest compared OMol25 entry of this formula, charge and spin) in kJ/mol: 0.0
HOMO energy in eV: -24.14

The geometry in XYZ format:
```
16
Properties=species:S:1:pos:R:3:forces:R:3
O 2.822039 1.159620 -0.724359 -0.3900 1.4553 -2.6326
C 2.265064 0.295995 0.016185 -7.9664 -3.6138 -1.9999
O 2.865741 -0.130546 1.044528 0.1376 -1.7725 3.0169
O 1.078228 -0.189750 -0.266300 2.8432 2.0517 -1.1951
C 0.154521 -0.394266 0.809903 -1.4336 -0.7072 2.3409
C -1.144661 -0.889748 0.219373 -1.6864 -1.3905 -0.4310
Ga 4.030911 1.020938 0.509813 6.8756 2.6981 1.6143
H 0.043900 0.538754 1.377624 0.1176 0.0055 -0.2625
H 0.552997 -1.155736 1.491347 -0.1212 0.1343 -0.1263
H -1.025559 -1.946046 -0.052358 0.0506 0.1970 -0.1954
H -2.591235 -0.615152 -1.444458 0.1591 0.1343 0.0865
C -2.014100 1.201602 -0.611214 -1.2397 0.5233 -0.9140
C -1.673209 -0.164689 -1.030190 0.8918 0.9771 0.0420
O -2.366598 2.229964 -0.359654 0.5348 -0.7293 0.0941
H -2.086620 -0.923666 0.838370 1.6194 0.1193 0.6037
H -0.911412 -0.037274 -1.818616 -0.3923 -0.0825 -0.0416
```
Positions in Å, forces in eV/Å.